Here is a structure of composition C2HErO3 from the Open Molecules 2025 dataset. Energies are from ωB97M-V/def2-TZVPD.

ORCA input file:
```
! wB97M-V def2-TZVPD RIJCOSX def2/J DEFGRID3
* xyz 3 5
H 1.183 -3.601 0.334
O 0.690 -1.733 1.037
O -0.683 1.076 -3.177
O -0.560 1.178 -0.877
C 0.953 -2.522 0.185
C -0.660 1.237 -2.043
Er -0.144 0.468 1.392
*
```

Results
Frontier orbital gap (alpha / beta) in eV: 5.90 / 7.90
Energy above the lowest of the compared OMol25 structures with the same formula, charge and spin in kcal/mol: 0.00
Expectation value of S²: 6.006
Highest occupied orbital energy (alpha / beta) in eV: -23.000 / -26.366
LUMO level (alpha / beta) in eV: -17.098 / -18.466
Molar mass in g mol⁻¹: 240.29

Atomic partial charges in e from the natural (NBO) method, atoms 1 to 5:
1 H 0.274
2 O -0.769
3 O -0.221
4 O -0.821
5 C 0.645


Here is the molecule C6H4N2O5S from the Open Molecules 2025 dataset. Energies are from ωB97M-V/def2-TZVPD.

ORCA input file:
```
! wB97M-V def2-TZVPD RIJCOSX def2/J DEFGRID3
* xyz 0 1
O 2.300 1.986 1.796
N 1.552 1.046 1.843
O 1.385 0.324 2.827
C 0.815 0.661 0.729
C 1.261 1.052 -0.519
C 0.602 0.850 -1.759
C -0.406 -0.036 -1.906
C -0.784 -0.715 -0.710
N -2.172 -1.201 -0.615
O -2.921 -1.053 -1.549
O -2.521 -1.689 0.429
S 0.430 -1.966 0.041
C -0.085 -0.418 0.857
O -0.806 -0.500 1.910
H 2.075 1.741 -0.359
H 0.944 1.448 -2.539
H -0.958 -0.125 -2.818
H -0.710 -1.403 2.343
*
```

Results
Frontier orbital gap in eV: 8.28
Energy above the lowest of the compared OMol25 structures with the same formula, charge and spin in kcal/mol: 27.14
Highest occupied orbital energy in eV: -9.935
LUMO level in eV: -1.651
SMILES: O=[N+]([O-])C1=CC=C[C@@]2([N+](=O)[O-])S[C@@]12O
Molar mass in g mol⁻¹: 216.17

Atomic partial charges in e from the natural (NBO) method, atoms 1 to 5:
1 O -0.361
2 N 0.514
3 O -0.382
4 C -0.028
5 C -0.111


Here is a cluster of 9 separate species, C4H27N2O9 in total from the Open Molecules 2025 dataset. Energies are from ωB97M-V/def2-TZVPD.

ORCA input file:
```
! wB97M-V def2-TZVPD RIJCOSX def2/J DEFGRID3
* xyz 1 1
O -0.629 -1.023 -2.917
C 0.407 -1.313 -2.427
C 0.407 -0.860 -0.892
C 0.422 -2.169 0.045
C 0.082 -1.882 1.529
N 1.363 -1.412 2.215
N -0.605 0.126 -0.525
H 1.194 -1.695 -2.941
H 1.444 -0.455 -0.750
H 1.331 -2.726 -0.137
H -0.493 -2.588 -0.225
H -0.206 -2.706 2.216
H -0.838 -1.170 1.616
H 1.172 -0.697 3.175
H 1.945 -0.880 1.488
H 1.952 -2.228 2.517
H -1.383 0.198 -1.274
H -0.128 1.061 -0.475
H -1.923 0.746 0.852
H -2.664 0.511 2.341
O -1.813 0.551 1.979
H -1.213 0.465 -5.319
H -0.861 0.196 -4.028
O -0.930 0.952 -4.521
H 0.622 1.371 3.819
H -0.654 0.473 3.389
O 0.270 0.449 3.787
H -3.347 1.440 -1.594
H -3.970 2.681 -1.005
O -3.301 2.041 -0.764
H -1.548 2.660 -3.335
H -1.286 3.967 -2.978
O -1.931 3.415 -2.840
H 4.105 1.326 1.033
H 4.581 0.596 -0.174
O 3.998 0.436 0.628
H -0.655 2.104 1.757
H -0.169 3.588 1.993
O -0.182 2.712 2.332
H 2.728 -4.650 1.903
H 2.999 -3.555 0.802
O 2.525 -3.745 1.564
*
```

Results
Frontier orbital gap in eV: 10.57
Energy above the lowest of the compared OMol25 structures with the same formula, charge and spin in kcal/mol: 117.21
Highest occupied orbital energy in eV: -13.177
LUMO level in eV: -2.603
Molar mass in g mol⁻¹: 247.26

Atomic partial charges in e from the natural (NBO) method, atoms 1 to 5:
1 O -0.553
2 C 0.465
3 C -0.132
4 C -0.428
5 C -0.257


Here is the molecule C3H7N3O from the Open Molecules 2025 dataset. Energies are from ωB97M-V/def2-TZVPD.

ORCA input file:
```
! wB97M-V def2-TZVPD RIJCOSX def2/J DEFGRID3
* xyz 0 1
C 0.126 -1.230 -0.259
C 0.712 -0.084 -0.042
C 2.162 0.297 0.123
N -1.170 0.909 -0.873
N -1.765 -0.238 -0.485
N -2.281 -0.153 0.760
O 0.014 1.187 -0.184
H 0.023 -2.306 -0.124
H 2.067 1.372 0.297
H 2.695 0.163 -0.796
H 2.575 -0.228 1.024
H -0.987 1.007 -1.845
H -2.478 -1.060 1.001
H -1.693 0.365 1.404
*
```

Results
Frontier orbital gap in eV: 8.78
Energy above the lowest of the compared OMol25 structures with the same formula, charge and spin in kcal/mol: 168.10
Highest occupied orbital energy in eV: -7.907
LUMO level in eV: 0.876
Molar mass in g mol⁻¹: 101.11

Atomic partial charges in e from the natural (NBO) method, atoms 1 to 5:
1 C -0.278
2 C 0.187
3 C -0.656
4 N -0.172
5 N -0.065


Here is the ion C2H6N3O2 with charge +1 from the Open Molecules 2025 dataset. Energies are from ωB97M-V/def2-TZVPD.

ORCA input file:
```
! wB97M-V def2-TZVPD RIJCOSX def2/J DEFGRID3
* xyz 1 1
N -2.189 -0.008 -0.325
C -0.941 -0.073 0.175
O -0.241 1.215 -0.209
N 1.094 1.188 -0.191
C 1.752 0.103 -0.199
N 1.113 -1.061 -0.254
O -0.251 -1.055 -0.501
H -2.927 0.372 0.161
H -2.252 0.407 -1.352
H -0.731 -0.157 1.388
H 1.526 2.045 0.069
H 2.750 0.256 -0.238
H 1.531 -2.023 -0.055
*
```

Results
Frontier orbital gap in eV: 10.95
Energy above the lowest of the compared OMol25 structures with the same formula, charge and spin in kcal/mol: 79.43
Highest occupied orbital energy in eV: -14.679
LUMO level in eV: -3.734
SMILES: N[C@@H]1ONC=[NH+]O1
Molar mass in g mol⁻¹: 104.09

Atomic partial charges in e from the natural (NBO) method, atoms 1 to 5:
1 N -0.810
2 C 0.474
3 O -0.367
4 N -0.180
5 C 0.284


Here is a cluster of 2 separate species, C3H9S3 in total from the Open Molecules 2025 dataset. Energies are from ωB97M-V/def2-TZVPD.

ORCA input file:
```
! wB97M-V def2-TZVPD RIJCOSX def2/J DEFGRID3
* xyz -1 1
C -1.327 -0.321 -0.973
C 0.129 -0.724 -1.152
C 0.635 -1.654 -0.031
S 0.575 -0.960 1.673
H -1.976 -1.199 -1.036
H -1.642 0.379 -1.754
H -1.478 0.133 0.001
H 0.202 -1.252 -2.112
H 0.775 0.152 -1.152
H 1.655 -1.990 -0.218
H -0.008 -2.537 0.036
S 1.590 2.211 1.171
S -0.236 3.163 1.445
H 1.077 0.830 1.489
H 0.028 3.769 2.612
*
```

Results
Frontier orbital gap in eV: 6.35
Energy above the lowest of the compared OMol25 structures with the same formula, charge and spin in kcal/mol: 1.97
Highest occupied orbital energy in eV: -3.066
LUMO level in eV: 3.285
Molar mass in g mol⁻¹: 141.31

Atomic partial charges in e from the natural (NBO) method, atoms 1 to 5:
1 C -0.612
2 C -0.410
3 C -0.504
4 S -0.526
5 H 0.182


Q: Among the records above, which one has the lowest energy above the lowest of the compared OMol25 structures with the same formula, charge and spin?
A: C2HErO3